# 1
# C7H14N5O

An isolated ion of composition C7H14N5O and charge +1 (ωB97M-V/def2-TZVPD, the Open Molecules 2025 dataset).

XYZ file:
```
27
Properties=species:S:1:pos:R:3:lowdin_charge:R:1
C -1.941 2.194 -0.133 0.043
C -1.379 0.878 0.191 -0.232
C -0.126 0.351 -0.040 -0.275
N 0.831 1.105 -0.548 0.066
N 2.033 0.909 -0.801 0.043
N 2.844 -0.308 -0.427 -0.128
C 2.994 -1.372 -1.330 -0.049
C 3.706 -0.132 0.531 -0.116
O 3.755 0.983 1.168 0.187
N -0.166 -1.033 0.344 0.049
C -1.529 -1.321 0.759 -0.118
N -2.180 -0.025 0.623 -0.083
C -3.600 -0.024 0.577 -0.018
H -2.913 2.026 0.276 0.052
H -2.235 2.255 -1.279 0.166
H -1.364 3.012 0.197 0.086
H 3.066 -1.025 -2.433 0.134
H 3.939 -1.959 -1.238 0.113
H 1.987 -1.915 -1.163 0.098
H 4.544 -0.761 0.755 0.167
H 3.174 1.611 0.856 0.076
H 0.246 -1.667 -0.420 0.132
H -1.582 -1.557 1.787 0.120
H -2.051 -2.094 0.086 0.166
H -4.004 0.624 1.326 0.104
H -3.888 0.271 -0.348 0.067
H -4.160 -1.027 0.685 0.149
```

Output
ΔE to the lowest compared entry with this formula, charge and spin	291.4	kJ/mol
SMILES	CC1=C(/N=N\[N+](C)=C/O)NCN1C
highest occupied orbital energy (alpha / beta)	-0.40799 / -0.40802	hartree
LUMO (alpha / beta)	-3.272 / -3.272	eV
orbital gap (alpha / beta)	7.83 / 7.83	eV
net charge	+1

***

# 2
# C5H8O

A single C5H8O molecule (ωB97M-V/def2-TZVPD, the Open Molecules 2025 dataset).

XYZ file:
```
14
Properties=species:S:1:pos:R:3:lowdin_charge:R:1
C 2.479 0.972 0.517 -0.102
C 1.320 0.383 -0.138 -0.078
C 0.387 -0.241 -0.576 -0.028
C -0.646 -1.218 -0.942 -0.228
O -1.871 -1.132 -0.238 -0.184
C -2.176 0.099 0.370 -0.123
H 2.336 0.952 1.598 0.079
H 3.353 0.354 0.297 0.080
H 2.676 1.995 0.201 0.073
H -0.211 -2.192 -0.690 0.126
H -0.820 -1.211 -2.027 0.122
H -2.308 0.908 -0.363 0.093
H -3.114 -0.070 0.900 0.088
H -1.406 0.401 1.090 0.081
```

Output
ΔE to the lowest compared entry with this formula, charge and spin	254.4	kJ/mol
SMILES	CC#CCOC
highest occupied orbital energy	-0.34224	hartree
LUMO	0.935	eV
orbital gap	10.25	eV

***

# 3
# C11H13N2

An isolated ion of composition C11H13N2 and charge +1 (ωB97M-V/def2-TZVPD, the Open Molecules 2025 dataset).

XYZ file:
```
26
Properties=species:S:1:pos:R:3:lowdin_charge:R:1
C 2.039 -1.741 0.848 0.031
C 2.941 -1.288 -0.040 -0.153
C 3.101 0.054 -0.549 -0.059
C 2.086 0.918 -0.554 -0.056
C 0.679 0.661 -0.318 -0.221
C 0.014 -0.486 -0.683 0.024
N -1.361 -0.607 -0.430 -0.033
C -2.077 -1.619 -0.532 -0.063
C -3.379 -1.333 -0.216 -0.023
C -3.396 -0.012 0.110 0.001
N -2.107 0.496 -0.020 0.020
C -1.477 1.863 -0.066 -0.067
C -0.048 1.744 0.365 -0.146
H 2.214 -2.693 1.197 0.043
H 1.252 -1.156 1.282 0.066
H 3.708 -2.048 -0.120 0.105
H 4.144 0.216 -0.725 0.114
H 2.268 2.068 -0.704 0.157
H 0.405 -1.335 -1.203 0.140
H -1.567 -2.497 -0.904 0.164
H -4.307 -2.049 -0.293 0.172
H -4.264 0.707 0.416 0.183
H -1.969 2.683 0.487 0.151
H -1.444 2.008 -1.163 0.149
H -0.064 1.571 1.517 0.178
H 0.414 2.713 0.258 0.123
```

Output
ΔE to the lowest compared entry with this formula, charge and spin	436.7	kJ/mol
SMILES	C=C/C=C\C1=C[n+]2cccn2CC1
highest occupied orbital energy	-0.42675	hartree
LUMO	-4.063	eV
orbital gap	7.55	eV
net charge	+1

***

# 4
# C40H54BiClF6N4O3PS2SbSi3

C40H54BiClF6N4O3PS2SbSi3 as an isolated structure (ωB97M-V/def2-TZVPD, the Open Molecules 2025 dataset).

XYZ file:
```
116
Properties=species:S:1:pos:R:3:mulliken_spin:R:1
Bi -0.972 0.946 -1.402 0.011
C -2.808 -0.406 -4.150 0.000
C -2.705 -1.291 -3.019 -0.016
N -1.679 -2.073 -3.016 0.011
N -1.475 -3.119 -2.186 0.062
C -1.268 -2.989 -0.961 0.035
S -1.458 -1.581 0.035 0.198
S -0.485 -4.393 -0.169 -0.004
C -1.952 -5.066 0.733 -0.003
C -2.365 -4.441 2.033 0.005
C -1.669 -4.927 3.213 0.000
C -2.207 -4.645 4.446 0.001
C -3.398 -3.882 4.599 0.000
C -4.026 -3.348 3.464 0.004
C -3.524 -3.715 2.208 0.014
C -3.809 -1.341 -2.042 0.015
C -4.668 -2.439 -1.905 0.006
C -5.740 -2.448 -1.028 -0.004
C -5.994 -1.266 -0.330 0.001
C -5.190 -0.132 -0.431 0.010
C -4.026 -0.157 -1.279 0.011
O -3.148 0.817 -1.238 -0.017
H -1.804 -0.077 -4.470 0.000
H -3.238 -0.940 -5.011 0.000
H -3.372 0.523 -3.989 -0.001
H -2.824 -5.069 0.020 0.003
H -1.640 -6.151 0.894 0.000
H -0.818 -5.543 3.131 0.000
H -1.677 -4.940 5.281 0.000
H -3.912 -3.765 5.498 0.000
H -4.914 -2.831 3.505 0.000
H -4.109 -3.473 1.321 -0.015
H -4.391 -3.314 -2.580 0.002
H -6.465 -3.202 -0.836 0.000
H -6.846 -1.086 0.367 0.000
H -5.358 0.752 0.178 0.000
C 0.783 -1.145 2.958 0.086
Sb 0.886 -0.510 0.951 0.145
C -0.350 1.284 0.862 0.095
C 0.503 2.495 1.192 -0.038
C -0.020 3.784 1.110 0.001
C 0.800 4.871 1.490 0.000
C 2.081 4.628 1.827 0.000
C 2.506 3.316 2.015 0.003
N 1.748 2.277 1.648 0.002
Si -1.914 1.346 2.006 -0.009
C -1.549 1.908 3.789 0.002
C -2.925 -0.160 2.367 -0.016
C -3.083 2.736 1.503 0.002
C 3.078 -0.297 0.126 0.302
C 3.174 1.032 -0.431 -0.028
C 4.350 1.878 -0.235 0.037
C 4.351 3.144 -0.820 0.002
C 3.233 3.538 -1.533 0.011
C 2.173 2.682 -1.659 -0.010
N 2.153 1.472 -1.093 0.002
Si 3.089 -1.313 -1.522 -0.005
C 3.182 -3.110 -0.973 0.024
C 4.551 -0.648 -2.577 0.002
C 1.610 -1.193 -2.693 0.016
Si 4.311 -1.013 1.380 0.014
C 6.102 -0.888 0.843 0.016
C 4.309 0.004 3.002 0.008
C 3.918 -2.733 2.045 0.007
H 0.548 -0.282 3.543 0.003
H 1.676 -1.588 3.275 -0.004
H -0.066 -1.823 3.001 -0.019
H -0.994 4.010 0.720 0.001
H 0.423 5.905 1.544 0.000
H 2.783 5.355 2.140 -0.001
H 3.548 3.214 2.293 0.000
H -0.672 1.448 4.262 0.000
H -2.477 1.601 4.254 0.000
H -1.418 2.989 3.824 0.000
H -2.426 -0.961 2.921 0.001
H -3.291 -0.641 1.507 0.017
H -3.761 0.160 2.951 0.000
H -2.955 3.704 2.035 0.000
H -4.105 2.327 1.685 0.001
H -3.098 2.962 0.459 -0.001
H 5.181 1.547 0.264 -0.004
H 5.119 3.866 -0.692 0.000
H 3.187 4.576 -1.918 0.000
H 1.361 3.077 -2.196 -0.004
H 4.054 -3.549 -0.482 0.000
H 3.008 -3.756 -1.892 0.002
H 2.282 -3.309 -0.261 -0.011
H 5.345 -1.399 -2.709 0.000
H 4.886 0.341 -2.214 -0.003
H 4.227 -0.388 -3.590 0.001
H 0.674 -1.497 -2.238 0.020
H 1.671 -2.025 -3.451 0.000
H 1.563 -0.172 -3.073 -0.013
H 6.607 0.033 1.221 0.001
H 6.199 -0.881 -0.210 -0.003
H 6.628 -1.731 1.326 0.002
H 4.540 1.052 2.848 0.001
H 5.069 -0.401 3.678 0.000
H 3.386 -0.059 3.471 -0.005
H 4.327 -3.555 1.488 0.002
H 2.806 -2.841 2.122 0.004
H 4.257 -2.964 3.070 0.001
F 0.071 1.688 -3.919 0.001
P 1.010 2.405 -5.087 -0.001
F -0.301 3.234 -5.638 0.000
F 1.226 3.633 -4.032 0.000
F 1.834 3.126 -6.227 0.000
F 0.608 1.241 -6.056 0.000
F 2.316 1.694 -4.504 0.000
Cl -2.354 5.832 -3.987 0.000
C -2.237 4.243 -3.063 0.000
C -1.583 4.315 -1.747 0.000
O -1.414 5.355 -1.113 0.000
O -1.222 3.136 -1.392 0.010
H -1.866 3.447 -3.721 0.000
H -3.291 3.935 -2.949 0.000
```

Output
expectation value of S²	0.761
ΔE to the lowest compared entry with this formula, charge and spin	254.1	kJ/mol
highest occupied orbital energy (alpha / beta)	-0.17385 / -0.22578	hartree
LUMO (alpha / beta)	1.989 / 0.770	eV
multiplicity	2
orbital gap (alpha / beta)	6.72 / 6.91	eV
net charge	-1

***

# 5
# CHFINO

CHFINO as an isolated structure (ωB97M-V/def2-TZVPD, the Open Molecules 2025 dataset).

XYZ file:
```
6
Properties=species:S:1:pos:R:3:lowdin_charge:R:1
C 1.787 -0.305 -0.094 -0.263
N 0.700 -0.649 -0.217 0.175
O -1.719 0.911 0.385 -0.756
F 2.989 0.124 0.036 0.186
I -2.801 -0.639 -0.066 0.825
H -0.957 0.558 -0.045 -0.168
```

Output
ΔE to the lowest compared entry with this formula, charge and spin	20.7	kJ/mol
highest occupied orbital energy	-0.33361	hartree
LUMO	-0.234	eV
orbital gap	8.84	eV

***

Q: Look up the ΔE to the lowest compared entry with this formula, charge and spin of the second one.
A: 254.4 kJ/mol